(1)
ORCA calculation (ωB97M-V with the def2-TZVPD basis set) on a 15-piece molecular cluster, CH28O17 overall.

Positions of all 46 atoms, in Å:
1 C 0.00 0.03 0.00
2 O -1.35 0.11 -0.04
3 O 0.44 -1.09 0.27
4 O 0.69 1.01 -0.32
5 O -2.08 2.31 -1.52
6 H -1.66 1.51 -1.15
7 H -1.90 2.24 -2.44
8 O -2.10 -2.30 0.11
9 H -1.58 -1.47 0.07
10 H -2.73 -2.35 -0.63
11 O -0.54 4.25 -0.13
12 H -0.95 3.40 0.02
13 H -0.63 4.28 -1.07
14 O -1.41 2.38 1.66
15 H -0.52 2.56 1.97
16 H -1.35 1.64 1.01
17 O -1.80 -0.91 -2.42
18 H -2.69 -1.21 -2.39
19 H -1.47 -0.53 -1.60
20 O 1.89 3.01 0.44
21 H 1.24 3.64 0.15
22 H 1.48 2.18 0.12
23 O 1.35 -2.53 -1.51
24 H 0.93 -1.98 -0.81
25 H 0.58 -2.80 -1.98
26 O 1.25 0.97 -2.89
27 H 0.69 0.31 -3.18
28 H 1.08 0.89 -1.92
29 O -1.02 -0.46 2.69
30 H -0.66 -0.40 1.79
31 H -1.26 -1.42 2.76
32 O 1.78 -0.37 2.43
33 H 2.71 -0.29 2.24
34 H 1.33 -0.48 1.58
35 O 0.71 -3.21 1.68
36 H 0.36 -2.44 1.30
37 H 1.62 -3.06 1.50
38 O 3.35 0.10 -0.66
39 H 3.44 -0.28 0.21
40 H 2.38 0.24 -0.59
41 O -4.09 0.01 0.21
42 H -3.14 0.24 0.15
43 H -4.14 0.33 1.11
44 O 3.32 -3.05 0.64
45 H 3.82 -2.29 1.00
46 H 2.64 -2.71 0.11

total charge: -2
energy above the lowest of the compared OMol25 structures with the same formula, charge and spin: 0.920 eV
molar mass: 312.2 Da
HOMO-LUMO gap: 0.344 Ha

Atomic partial charges in e from the Mulliken method, atoms 1 to 2:
1. C 0.00
2. O 0.33

(2)
ORCA calculation (ωB97M-V with the def2-TZVPD basis set) on a 2-piece molecular cluster, C2H2INO overall.

Positions of all 7 atoms, in Å:
1 C -0.27 0.36 -0.12
2 C -0.24 -0.07 1.19
3 N 0.51 1.28 -0.60
4 O -0.43 -0.37 2.27
5 I 1.16 -2.84 -0.39
6 H -1.20 -0.07 -0.76
7 H 0.47 1.70 -1.58

energy above the lowest of the compared OMol25 structures with the same formula, charge and spin: 2.340 eV
molar mass: 182.9 Da
HOMO-LUMO gap (alpha / beta): 0.304 / 0.196 Ha

Atomic partial charges in e from the Mulliken method, atoms 1 to 2:
1. C -0.12
2. C 0.50

(3)
ORCA calculation (ωB97M-V with the def2-TZVPD basis set) on C7H15NO2 in the gas phase.

Positions of all 25 atoms, in Å:
1 C 1.05 0.83 -1.76
2 C 0.50 0.83 -0.53
3 C 0.07 2.17 0.05
4 C 0.45 -0.41 0.42
5 C 1.52 -0.18 1.51
6 C 0.80 -1.75 -0.26
7 N -0.93 -0.40 1.01
8 O -0.95 -1.32 2.12
9 O -1.81 -0.99 -0.05
10 C -2.34 -0.26 -1.13
11 H 1.39 -0.08 -2.25
12 H 1.18 1.75 -2.32
13 H 0.16 2.21 1.14
14 H -0.97 2.37 -0.19
15 H 0.69 2.99 -0.33
16 H 2.50 0.01 1.05
17 H 1.63 -1.05 2.16
18 H 1.29 0.67 2.16
19 H 1.82 -1.74 -0.66
20 H 0.14 -1.99 -1.11
21 H 0.74 -2.58 0.45
22 H -1.42 -0.78 2.78
23 H -3.25 -0.77 -1.46
24 H -2.62 0.76 -0.84
25 H -1.64 -0.29 -1.98

energy above the lowest of the compared OMol25 structures with the same formula, charge and spin: 5.054 eV
SMILES: C=C(C)C(C)(C)N(O)OC
molar mass: 145.2 Da
HOMO-LUMO gap: 0.365 Ha

Atomic partial charges in e from the Mulliken method, atoms 1 to 2:
1. C -1.17
2. C 0.70

(4)
ORCA calculation (ωB97M-V with the def2-TZVPD basis set) on C48H52FeN5OP2S as an isolated structure.

Positions of all 110 atoms, in Å:
1 Fe -1.16 0.90 0.52
2 C -0.26 3.69 1.52
3 C -1.12 3.59 2.77
4 C -1.21 2.24 3.44
5 C -1.53 2.20 4.79
6 C -1.56 0.99 5.46
7 C -1.24 -0.16 4.76
8 C -0.94 -0.05 3.42
9 N -0.94 1.12 2.76
10 N -0.86 3.16 0.27
11 C -2.13 3.85 -0.05
12 C -3.36 3.21 0.54
13 C -4.57 3.89 0.52
14 C -5.68 3.30 1.11
15 C -5.53 2.07 1.73
16 C -4.29 1.46 1.70
17 N -3.22 2.00 1.09
18 C 0.07 3.41 -0.84
19 C -0.35 2.66 -2.07
20 C 0.02 3.10 -3.34
21 C -0.43 2.40 -4.44
22 C -1.25 1.30 -4.26
23 C -1.55 0.92 -2.96
24 N -1.10 1.57 -1.89
25 H 0.00 4.75 1.35
26 H 0.67 3.15 1.67
27 H -0.67 4.28 3.50
28 H -2.13 3.98 2.60
29 H -1.74 3.13 5.31
30 H -1.81 0.95 6.51
31 H -1.22 -1.13 5.24
32 H -0.66 -0.92 2.84
33 H -2.07 4.89 0.28
34 H -2.25 3.89 -1.14
35 H -4.64 4.86 0.06
36 H -6.63 3.81 1.10
37 H -6.35 1.59 2.24
38 H -4.13 0.51 2.18
39 H 0.15 4.48 -1.05
40 H 1.06 3.08 -0.54
41 H 0.64 3.98 -3.44
42 H -0.15 2.72 -5.44
43 H -1.65 0.74 -5.09
44 H -2.18 0.06 -2.79
45 C 3.85 -3.51 -5.09
46 S 3.48 -1.81 -5.54
47 C 2.10 -1.52 -4.43
48 C 2.45 -1.41 -2.95
49 C 1.32 -0.71 -2.21
50 N 1.28 -0.90 -0.74
51 P 1.60 0.49 0.30
52 C 2.20 -0.32 1.82
53 C 2.23 0.44 2.98
54 C 2.79 -0.07 4.15
55 C 3.32 -1.36 4.15
56 C 3.30 -2.12 2.99
57 C 2.75 -1.60 1.82
58 C 3.20 1.15 -0.28
59 C 4.16 0.29 -0.82
60 C 5.41 0.77 -1.17
61 C 5.73 2.11 -0.95
62 C 4.79 2.96 -0.38
63 C 3.53 2.48 -0.05
64 P -0.05 -1.63 0.07
65 C 0.36 -3.36 0.32
66 C 0.12 -3.94 1.56
67 C 0.46 -5.27 1.80
68 C 1.07 -6.01 0.80
69 C 1.34 -5.44 -0.44
70 C 0.98 -4.12 -0.68
71 C -1.56 -1.75 -0.99
72 C -1.85 -2.74 -1.87
73 C -3.15 -2.90 -2.43
74 C -4.21 -2.04 -2.04
75 C -4.01 -1.05 -1.14
76 C -2.68 -0.83 -0.51
77 H 4.69 -3.83 -5.72
78 H 3.01 -4.17 -5.30
79 H 4.16 -3.61 -4.05
80 H 1.35 -2.31 -4.58
81 H 1.64 -0.59 -4.77
82 H 3.39 -0.86 -2.86
83 H 2.63 -2.40 -2.51
84 H 0.37 -1.08 -2.62
85 H 1.36 0.36 -2.44
86 H 1.83 1.45 2.99
87 H 2.81 0.53 5.04
88 H 3.75 -1.76 5.06
89 H 3.72 -3.11 2.99
90 H 2.76 -2.19 0.92
91 H 3.93 -0.76 -0.96
92 H 6.14 0.10 -1.59
93 H 6.71 2.48 -1.21
94 H 5.04 4.00 -0.18
95 H 2.83 3.16 0.43
96 H -0.34 -3.35 2.35
97 H 0.26 -5.71 2.77
98 H 1.35 -7.04 0.99
99 H 1.82 -6.02 -1.21
100 H 1.21 -3.68 -1.64
101 H -1.09 -3.46 -2.14
102 H -3.33 -3.70 -3.13
103 H -5.19 -2.18 -2.47
104 H -4.82 -0.39 -0.84
105 H -2.45 0.24 -0.72
106 C -3.20 -2.09 1.50
107 O -2.73 -0.85 0.94
108 H -2.62 -2.93 1.14
109 H -4.25 -2.23 1.24
110 H -3.09 -2.00 2.58

total charge: +2
⟨S²⟩: 8.80
spin multiplicity: 6
energy above the lowest of the compared OMol25 structures with the same formula, charge and spin: 0.000 eV
molar mass: 864.8 Da
HOMO-LUMO gap (alpha / beta): 0.283 / 0.215 Ha

Atomic partial charges in e from the Mulliken method, atoms 1 to 2:
1. Fe 1.76
2. C -0.68

(5)
ORCA calculation (ωB97M-V with the def2-TZVPD basis set) on C18H31Cl2N2O4Yb as an isolated structure.

Positions of all 58 atoms, in Å:
1 O 0.25 0.00 -0.71
2 C -0.71 0.24 -1.44
3 C -0.44 1.58 -2.18
4 C 0.43 2.50 -1.61
5 H 0.90 2.27 -0.65
6 C 0.65 3.72 -2.27
7 H 1.32 4.44 -1.82
8 C 0.02 3.98 -3.49
9 H 0.20 4.92 -4.01
10 C -0.84 3.01 -4.05
11 H -1.32 3.21 -5.01
12 C -1.07 1.81 -3.39
13 H -1.74 1.06 -3.81
14 H -0.73 -0.56 -2.20
15 C -2.57 -1.22 -0.48
16 C -2.16 0.19 -0.83
17 H -3.66 -1.28 -0.39
18 H -2.14 -1.53 0.50
19 H -2.17 -1.89 -1.23
20 C -2.82 1.35 -0.52
21 C -4.16 1.44 0.21
22 H -2.35 2.33 -0.80
23 H -4.88 1.92 -0.44
24 H -4.04 2.06 1.11
25 H -4.51 0.45 0.50
26 Yb 0.05 -0.04 1.57
27 Cl 0.68 2.34 1.86
28 Cl -2.37 0.46 1.78
29 H 4.66 1.30 -1.34
30 H 4.99 1.64 1.34
31 C 3.60 1.30 -1.04
32 C 3.90 1.50 1.41
33 N 3.44 0.72 0.28
34 H 3.01 0.74 -1.78
35 C 2.77 -0.42 0.43
36 O 2.18 -0.74 1.49
37 H 3.63 0.98 2.34
38 H 2.82 -1.13 -0.43
39 H 3.24 2.35 -1.01
40 H 3.40 2.48 1.38
41 H -0.57 -5.41 2.05
42 H 1.33 -5.81 0.11
43 C -1.02 -4.83 1.23
44 C 0.80 -5.03 -0.46
45 N 0.02 -4.21 0.43
46 H -1.68 -4.05 1.65
47 C 0.22 -2.89 0.48
48 O -0.40 -2.24 1.34
49 H 1.53 -4.39 -0.99
50 H 0.91 -2.45 -0.28
51 H -1.60 -5.50 0.59
52 H 0.13 -5.51 -1.19
53 C -0.39 0.82 4.43
54 O -0.16 -0.43 3.71
55 H -1.15 1.37 3.87
56 H 0.53 1.38 4.46
57 H -0.74 0.49 5.38
58 H 0.74 -0.78 3.91

⟨S²⟩: 0.75
spin multiplicity: 2
energy above the lowest of the compared OMol25 structures with the same formula, charge and spin: 0.000 eV
molar mass: 583.4 Da
HOMO-LUMO gap (alpha / beta): 0.240 / 0.240 Ha

Atomic partial charges in e from the Mulliken method, atoms 1 to 2:
1. O -0.19
2. C 0.68

(6)
ORCA calculation (ωB97M-V with the def2-TZVPD basis set) on C8H16N2O in the gas phase.

Positions of all 27 atoms, in Å:
1 C -1.79 -0.39 0.36
2 C -0.67 0.52 0.74
3 C 0.84 -0.86 -0.58
4 C -1.40 1.89 0.71
5 C -0.14 0.28 2.12
6 C 0.73 -2.14 0.26
7 C 1.75 -1.01 -1.79
8 C 0.85 1.52 -1.15
9 N 0.41 0.43 -0.29
10 N -1.93 -0.77 -0.84
11 O -2.91 -1.33 -1.37
12 H -2.68 -0.47 0.98
13 H -0.72 2.75 0.82
14 H -2.02 1.78 1.60
15 H -1.92 1.99 -0.19
16 H -0.44 -0.71 2.77
17 H -0.27 1.11 2.74
18 H 0.91 0.24 2.11
19 H 1.60 -2.32 0.90
20 H 0.85 -3.14 -0.41
21 H -0.18 -2.03 0.80
22 H 2.68 -0.40 -1.59
23 H 1.39 -0.48 -2.65
24 H 2.08 -2.03 -1.82
25 H 1.99 1.80 -0.97
26 H 0.67 1.31 -2.25
27 H 0.34 2.43 -1.03

energy above the lowest of the compared OMol25 structures with the same formula, charge and spin: 6.555 eV
molar mass: 156.2 Da
HOMO-LUMO gap (alpha / beta): 0.203 / 0.203 Ha

Atomic partial charges in e from the Mulliken method, atoms 1 to 2:
1. C -1.48
2. C 2.03

(7)
ORCA calculation (ωB97M-V with the def2-TZVPD basis set) on C4H6N2O in the gas phase.

Positions of all 13 atoms, in Å:
1 N -1.74 -1.09 -0.31
2 C -0.51 -0.46 -0.02
3 N 0.21 -0.79 1.09
4 C 1.37 -0.06 1.14
5 C 1.41 0.75 0.03
6 C 0.19 0.51 -0.69
7 O -0.23 1.08 -1.88
8 H -1.94 -0.93 -1.29
9 H -2.51 -0.71 0.23
10 H -0.02 -1.56 1.71
11 H 2.09 -0.18 1.95
12 H 2.18 1.46 -0.23
13 H -0.50 2.00 -1.73

energy above the lowest of the compared OMol25 structures with the same formula, charge and spin: 0.984 eV
SMILES: Nc1[nH]ccc1O
molar mass: 98.1 Da
HOMO-LUMO gap: 0.313 Ha

Atomic partial charges in e from the Mulliken method, atoms 1 to 2:
1. N -0.60
2. C -0.12

(8)
ORCA calculation (ωB97M-V with the def2-TZVPD basis set) on C27H44Cl4O3SbSi3Ti as an isolated structure.

Positions of all 83 atoms, in Å:
1 Ti -0.39 -0.06 -0.90
2 Cl -4.26 1.52 -5.31
3 C -3.50 0.63 -4.05
4 C -3.38 -0.77 -4.16
5 Cl -3.98 -1.57 -5.55
6 C -2.75 -1.49 -3.17
7 Cl -2.52 -3.19 -3.27
8 C -2.27 -0.83 -2.03
9 O -1.58 -1.48 -1.06
10 C -2.39 0.57 -1.92
11 O -1.81 1.16 -0.84
12 C -2.99 1.30 -2.96
13 Cl -3.07 3.00 -2.80
14 C 1.06 -3.08 -1.15
15 C 1.65 -2.57 -2.46
16 C 3.17 -2.37 -2.34
17 C 1.02 -1.32 -3.06
18 C 0.43 -1.37 -4.32
19 C 0.01 -0.22 -4.96
20 C 0.26 1.03 -4.40
21 C 0.86 1.15 -3.15
22 C 1.34 2.51 -2.66
23 C 2.86 2.48 -2.47
24 C 0.64 3.06 -1.42
25 C 1.16 -0.05 -2.46
26 O 1.47 0.03 -1.12
27 H 1.59 -3.99 -0.85
28 H 0.00 -3.31 -1.24
29 H 1.20 -2.36 -0.34
30 H 1.49 -3.36 -3.21
31 H 3.39 -1.60 -1.60
32 H 3.61 -2.06 -3.29
33 H 3.65 -3.30 -2.03
34 H 0.30 -2.33 -4.80
35 H -0.47 -0.29 -5.93
36 H 0.00 1.93 -4.95
37 H 1.12 3.20 -3.48
38 H 3.13 1.83 -1.64
39 H 3.22 3.48 -2.26
40 H 3.36 2.11 -3.37
41 H 0.83 2.44 -0.54
42 H -0.43 3.17 -1.56
43 H 1.05 4.05 -1.19
44 C -0.92 2.35 4.49
45 Si -0.40 2.44 2.70
46 C -1.68 3.29 1.67
47 C 1.30 3.19 2.53
48 Sb -0.17 0.01 1.87
49 Si 2.00 -0.92 2.85
50 C 3.36 -0.28 1.76
51 C 1.87 -2.78 2.84
52 C 2.13 -0.28 4.60
53 Si -2.20 -1.37 2.64
54 C -2.20 -1.39 4.50
55 C -1.97 -3.07 1.92
56 C -3.69 -0.51 1.94
57 H -0.93 3.35 4.92
58 H -0.25 1.73 5.09
59 H -1.93 1.94 4.59
60 H -1.81 4.32 2.02
61 H -2.65 2.79 1.75
62 H -1.41 3.33 0.61
63 H 1.27 4.25 2.82
64 H 1.67 3.14 1.50
65 H 2.03 2.69 3.18
66 H 3.22 -0.61 0.73
67 H 4.33 -0.65 2.11
68 H 3.39 0.81 1.77
69 H 1.69 -3.18 1.84
70 H 1.05 -3.12 3.49
71 H 2.79 -3.22 3.22
72 H 2.19 0.81 4.64
73 H 3.03 -0.67 5.07
74 H 1.28 -0.60 5.21
75 H -1.29 -1.85 4.90
76 H -3.05 -1.97 4.87
77 H -2.28 -0.38 4.92
78 H -1.06 -3.55 2.30
79 H -1.92 -3.03 0.84
80 H -2.82 -3.70 2.20
81 H -3.79 0.51 2.32
82 H -4.60 -1.05 2.21
83 H -3.64 -0.46 0.85

total charge: +1
molar mass: 812.3 Da
HOMO-LUMO gap: 0.284 Ha

Atomic partial charges in e from the Mulliken method, atoms 1 to 2:
1. Ti -0.03
2. Cl -0.16

(9)
ORCA calculation (ωB97M-V with the def2-TZVPD basis set) on a 3-piece molecular cluster, C4H14NO overall.

Positions of all 20 atoms, in Å:
1 C -3.10 -0.18 0.41
2 C -2.37 0.52 -0.76
3 N 1.92 0.01 -1.16
4 C 2.66 -0.18 0.00
5 C 2.23 0.76 1.08
6 H -2.64 -0.22 1.46
7 H -4.04 0.34 0.45
8 H -3.42 -1.24 0.31
9 H -1.89 1.36 -0.35
10 H -3.17 0.88 -1.39
11 H -1.68 -0.24 -1.21
12 H 1.04 -0.61 -1.04
13 H 2.59 -1.18 0.39
14 H 3.74 -0.10 -0.19
15 H 2.04 1.85 0.68
16 H 3.00 0.93 1.89
17 H 1.20 0.56 1.66
18 H 2.33 0.37 -1.98
19 H -0.37 -2.26 -0.09
20 O -0.06 -1.35 -0.15

total charge: +1
energy above the lowest of the compared OMol25 structures with the same formula, charge and spin: 9.455 eV
molar mass: 92.2 Da
HOMO-LUMO gap: 0.152 Ha

Atomic partial charges in e from the Mulliken method, atoms 1 to 2:
1. C -0.95
2. C -0.55

(10)
ORCA calculation (ωB97M-V with the def2-TZVPD basis set) on a 2-piece molecular cluster, C12H17N overall.

Positions of all 30 atoms, in Å:
1 C 2.61 -1.55 -1.02
2 C 1.54 -1.81 -0.01
3 C 1.33 -2.96 0.70
4 N 0.34 -2.73 1.64
5 C -0.09 -1.44 1.56
6 C -1.08 -0.72 2.23
7 C -1.20 0.61 1.93
8 C -0.34 1.31 1.07
9 C 0.53 0.55 0.31
10 C 0.68 -0.81 0.55
11 H 3.49 -1.08 -0.58
12 H 2.28 -0.95 -1.87
13 H 2.97 -2.46 -1.51
14 H 1.69 -3.96 0.55
15 H 0.02 -3.45 2.26
16 H -1.67 -1.24 2.97
17 H -1.91 1.22 2.49
18 H -0.31 2.38 0.97
19 H 1.21 0.95 -0.44
20 C -0.76 3.66 -1.68
21 C -1.32 2.26 -1.83
22 C -1.79 1.92 -3.24
23 H -1.25 4.39 -2.34
24 H -0.70 4.00 -0.65
25 H 0.25 3.77 -2.11
26 H -2.14 2.11 -1.12
27 H -0.53 1.59 -1.49
28 H -2.34 1.00 -3.41
29 H -0.94 1.93 -3.94
30 H -2.37 2.77 -3.57

energy above the lowest of the compared OMol25 structures with the same formula, charge and spin: 0.634 eV
SMILES: Cc1c[nH]c2ccccc12.CCC
molar mass: 175.3 Da
HOMO-LUMO gap: 0.321 Ha

Atomic partial charges in e from the Mulliken method, atoms 1 to 2:
1. C -1.38
2. C 0.45

(11)
ORCA calculation (ωB97M-V with the def2-TZVPD basis set) on C5H7FN2 in the gas phase.

Positions of all 15 atoms, in Å:
1 H -3.01 2.18 -1.49
2 N -2.13 1.83 -1.14
3 C -2.23 0.52 -0.72
4 N -0.95 0.09 -0.33
5 C 0.15 0.94 -0.14
6 C 1.37 0.65 0.25
7 C 1.88 -0.74 0.28
8 C 1.52 -1.94 1.06
9 F 3.15 -0.96 -0.15
10 H -3.20 -0.14 -0.50
11 H -0.85 -0.97 -0.32
12 H -0.22 1.94 -0.18
13 H 1.82 1.56 0.94
14 H 2.19 -2.80 1.14
15 H 0.52 -2.15 1.31

energy above the lowest of the compared OMol25 structures with the same formula, charge and spin: 4.009 eV
SMILES: [H]/N=C/N/C=C\C(=C)F
molar mass: 114.1 Da
HOMO-LUMO gap: 0.332 Ha

Atomic partial charges in e from the Mulliken method, atoms 1 to 2:
1. H 0.20
2. N -0.60

(12)
ORCA calculation (ωB97M-V with the def2-TZVPD basis set) on CH2F3NO3SYb as an isolated structure.

Positions of all 12 atoms, in Å:
1 Yb 1.27 -0.17 -2.76
2 N -1.42 -0.45 -0.21
3 S -0.14 -0.98 0.42
4 O -0.24 -2.32 1.03
5 O 1.11 -0.81 -0.42
6 C 0.32 0.07 1.89
7 F -0.54 -0.14 2.88
8 F 0.28 1.36 1.58
9 F 1.55 -0.22 2.34
10 O -0.13 1.51 -2.64
11 H -0.82 1.71 -3.27
12 H -1.23 0.42 -0.84

⟨S²⟩: 2.00
spin multiplicity: 3
molar mass: 338.1 Da
HOMO-LUMO gap (alpha / beta): 0.251 / 0.237 Ha

Atomic partial charges in e from the Mulliken method, atoms 1 to 2:
1. Yb 0.87
2. N -0.73

no.,F_max (Eh/bohr)
1,0.0838
2,0.0920
3,0.0476
4,0.0372
5,0.2202
6,0.0786
7,0.0083
8,0.0074
9,0.1257
10,0.0315
11,0.1314
12,0.0810